Entry 1:
{
  "formula": "C6H15NOSi",
  "method": "wB97M-V/def2-TZVPD",
  "symbols": ["C", "C", "C", "C", "C", "C", "N", "O", "Si", "H", "H", "H", "H", "H", "H", "H", "H", "H", "H", "H", "H", "H", "H", "H"],
  "xyz": [[-2.2951, 0.6368, 0.4409], [-1.2682, 0.5371, -0.8096], [-1.6065, 0.9901, 1.6628], [-0.6381, -1.7531, -1.1271], [2.0219, 1.8536, -0.6362], [1.8361, -1.8115, 1.0869], [-0.1617, -0.3624, -0.8347], [2.3514, 0.7423, 0.0845], [1.0444, -0.2346, 0.4377], [-2.9447, 1.3803, 0.1551], [-2.9904, -0.2929, 0.7032], [-1.7592, 0.4145, -1.7855], [-0.7513, 1.4307, -0.9855], [-1.1243, 1.9433, 1.5338], [-1.7298, 0.2648, 2.3967], [-1.3636, -1.5439, -1.9241], [0.1615, -2.2313, -1.5323], [-0.9678, -2.4186, -0.1966], [2.9424, 2.3428, -1.1019], [1.7345, 2.7296, -0.0918], [1.3173, 1.7472, -1.3534], [1.1371, -2.4775, 1.3606], [2.6662, -2.1837, 0.4035], [2.3879, -1.7035, 2.1130]],
  "nbo_charge": [-0.4829, -0.2091, -0.4561, -0.4114, -0.2570, -1.1737, -0.8719, -0.8716, 1.7256, 0.2068, 0.1946, 0.1860, 0.1909, 0.1989, 0.2012, 0.2058, 0.1906, 0.1800, 0.1760, 0.1684, 0.1681, 0.2282, 0.2483, 0.2641],
  "de_lowest_kcal_mol": 111.6,
  "orbital_gap_ha": [0.2869, 0.2630],
  "total_energy_ha": -656.95765
}

=====

Entry 2:
{
  "formula": "C6H12N2",
  "method": "wB97M-V/def2-TZVPD",
  "symbols": ["C", "C", "C", "N", "C", "N", "H", "H", "H", "H", "H", "H", "C", "C", "H", "H", "H", "H", "H", "H"],
  "xyz": [[-1.3263, -1.7822, 2.2058], [-1.1517, -1.7042, 0.7519], [-2.0777, -1.0632, -0.1094], [-1.2588, -0.9882, -1.3732], [-0.0811, -1.6305, -1.2036], [-0.0073, -2.0523, 0.0865], [-1.6918, -0.8681, 2.5840], [-0.4823, -2.1289, 2.8277], [-2.2773, -2.3147, 2.3822], [-3.0847, -0.7837, -0.1415], [-1.8220, -0.4204, -2.0662], [0.5805, -1.6429, -2.1046], [1.3297, 2.3364, -1.0616], [2.3570, 1.9180, 0.0913], [0.2830, 2.1836, -0.6607], [1.5485, 3.4886, -1.2036], [1.3292, 1.6940, -2.0124], [3.3197, 1.9467, -0.4299], [2.1824, 1.0005, 0.5623], [2.3310, 2.8115, 0.8751]],
  "nbo_charge": [-0.6506, 0.1308, -0.1671, -0.5472, 0.1786, -0.4817, 0.2238, 0.2380, 0.2220, 0.2127, 0.4289, 0.2126, -0.6213, -0.5995, 0.2015, 0.2088, 0.2036, 0.2003, 0.2098, 0.1960],
  "de_lowest_kcal_mol": 45.0,
  "orbital_gap_ha": 0.3419,
  "total_energy_ha": -345.25616,
  "smiles": "Cc1c[nH]cn1.CC"
}

=====

Entry 3:
{
  "formula": "C20H35N3O5S",
  "method": "wB97M-V/def2-TZVPD",
  "symbols": ["C", "C", "C", "C", "C", "C", "C", "C", "O", "N", "C", "C", "C", "C", "C", "C", "O", "C", "C", "N", "C", "O", "C", "S", "N", "O", "O", "C", "C", "H", "H", "H", "H", "H", "H", "H", "H", "H", "H", "H", "H", "H", "H", "H", "H", "H", "H", "H", "H", "H", "H", "H", "H", "H", "H", "H", "H", "H", "H", "H", "H", "H", "H", "H"],
  "xyz": [[1.5636, -5.4501, 4.1448], [1.7123, -5.3877, 2.6255], [2.7525, -6.4271, 2.1985], [0.3514, -5.6771, 1.9748], [0.3377, -5.4482, 0.4659], [0.7950, -4.0350, 0.1195], [2.1773, -3.7456, 0.7192], [2.6368, -2.3610, 0.2941], [3.3960, -2.1967, -0.6460], [2.1269, -1.3162, 1.0057], [2.2324, 0.0376, 0.5017], [1.1356, 0.3555, -0.4954], [1.2314, 1.7667, -1.0499], [0.0309, 2.0707, -1.9409], [-1.2661, 1.7743, -1.1952], [-1.2150, 0.3578, -0.6581], [-0.1009, 0.1644, 0.1930], [-1.6414, 2.8613, -0.1558], [-2.7457, 3.3838, -1.1047], [-2.5421, 4.6485, -1.8048], [-1.4966, 5.4999, -1.7717], [-0.4374, 5.3370, -1.1965], [-1.6821, 6.7686, -2.6127], [-3.1940, 7.6676, -2.3786], [-3.2371, 7.9289, -0.7612], [-3.0415, 8.9269, -3.0401], [-4.2887, 6.7877, -2.6979], [-2.5419, 2.1286, -1.9927], [2.1611, -3.9715, 2.2319], [0.8274, -4.7231, 4.4957], [1.2361, -6.4425, 4.4629], [2.5138, -5.2349, 4.6391], [2.9067, -6.4541, 1.1202], [3.7172, -6.2151, 2.6651], [2.4402, -7.4254, 2.5134], [0.0489, -6.7022, 2.2085], [-0.3946, -5.0185, 2.4359], [0.9890, -6.1722, -0.0320], [-0.6678, -5.6194, 0.0753], [0.8269, -3.8931, -0.9631], [0.0722, -3.3108, 0.5159], [2.9010, -4.4194, 0.2558], [1.3462, -1.5032, 1.6126], [2.1700, 0.7337, 1.3403], [3.2045, 0.1476, 0.0246], [1.1894, -0.3699, -1.3216], [1.2646, 2.4754, -0.2164], [2.1637, 1.8759, -1.6085], [0.0544, 3.1127, -2.2647], [0.0690, 1.4421, -2.8386], [-2.1028, 0.1349, -0.0624], [-1.1744, -0.3555, -1.4963], [-2.0847, 2.4314, 0.7437], [-0.8648, 3.5620, 0.1260], [-3.7315, 3.4432, -0.6435], [-3.3506, 4.9829, -2.3115], [-0.8671, 7.4459, -2.3717], [-1.6540, 6.5370, -3.6792], [-3.1019, 8.8990, -0.5143], [-4.0288, 7.4911, -0.3126], [-2.4003, 2.3295, -3.0553], [-3.3433, 1.3966, -1.8726], [1.4664, -3.2650, 2.7022], [3.1488, -3.7660, 2.6551]],
  "nbo_charge": [-0.5965, -0.0476, -0.6139, -0.3977, -0.3975, -0.3906, -0.3097, 0.6941, -0.6338, -0.6170, -0.2331, 0.0839, -0.4180, -0.4033, -0.0579, -0.0478, -0.5520, -0.4241, -0.0405, -0.6191, 0.6793, -0.6219, -0.7762, 2.3207, -1.0903, -0.9299, -0.9664, -0.4001, -0.3857, 0.2048, 0.2082, 0.2081, 0.2082, 0.2104, 0.2092, 0.2087, 0.1968, 0.1979, 0.2111, 0.2199, 0.1926, 0.2262, 0.3969, 0.2023, 0.2339, 0.1730, 0.2082, 0.2190, 0.2280, 0.1998, 0.1856, 0.1646, 0.2116, 0.2517, 0.1973, 0.4229, 0.2725, 0.2636, 0.4158, 0.4150, 0.2135, 0.2094, 0.1896, 0.2161],
  "de_lowest_kcal_mol": 5.8,
  "orbital_gap_ha": 0.3562,
  "total_energy_ha": -1721.79152,
  "smiles": "CC1(C)CCC[C@@H](C(=O)NC[C@@H]2CC[C@]3(CO2)C[C@H](NC(=O)CS(N)(=O)=O)C3)C1"
}

=====

Entry 4:
{
  "formula": "C3H11NO",
  "method": "wB97M-V/def2-TZVPD",
  "symbols": ["C", "N", "C", "C", "H", "H", "H", "H", "H", "H", "H", "H", "H", "O", "H", "H"],
  "xyz": [[0.0000, 0.0000, 0.0000], [1.1799, 0.7554, 0.5090], [2.4066, 0.3024, -0.1792], [1.0433, 2.1820, 0.5491], [0.2188, -1.0800, 0.0491], [-0.0875, 0.2934, -1.0597], [-0.9667, 0.1861, 0.4975], [3.2713, 0.4766, 0.4830], [2.5443, 0.8931, -1.1004], [2.3789, -0.7670, -0.4478], [1.0306, 2.5989, -0.4720], [1.8518, 2.6705, 1.1185], [0.0808, 2.4135, 1.0356], [3.2837, 5.3294, 0.3270], [3.4992, 5.6204, 1.2420], [3.8738, 5.8659, -0.2494]],
  "nbo_charge": [-0.4134, -0.4459, -0.4178, -0.4083, 0.1990, 0.1589, 0.2023, 0.1999, 0.1648, 0.1999, 0.1560, 0.2058, 0.1976, -0.9407, 0.4707, 0.4713],
  "de_lowest_kcal_mol": 25.5,
  "orbital_gap_ha": 0.3234,
  "total_energy_ha": -250.85608,
  "smiles": "CN(C)C.O"
}

=====

Entry 5:
{
  "formula": "C7H7N6",
  "method": "wB97M-V/def2-TZVPD",
  "symbols": ["C", "C", "C", "C", "C", "C", "C", "N", "N", "N", "N", "N", "N", "H", "H", "H", "H", "H", "H", "H"],
  "xyz": [[-1.5960, 1.5806, 0.1678], [-2.6487, -0.2599, 0.3459], [-0.6858, 0.6114, -0.1592], [-0.9525, -1.9079, -0.1324], [0.3007, -2.4528, -0.0723], [2.6096, 1.2867, 0.3940], [0.6776, 0.7281, -0.6942], [-2.7933, 1.0103, 0.4741], [2.6802, 0.0027, 0.5292], [1.6290, -0.5984, 0.0375], [-1.3567, -0.6069, -0.0296], [1.4634, -1.8441, 0.1830], [1.5190, 1.7575, -0.2264], [-1.4868, 2.6464, 0.1797], [-3.4112, -0.9897, 0.5316], [-1.7862, -2.6007, -0.1515], [0.3871, -3.5298, -0.0937], [3.3769, 1.9327, 0.7817], [0.7801, 0.4958, -1.7600], [1.2935, 2.7379, -0.3053]],
  "mulliken_spin": [0.1062, 0.0769, -0.0159, 0.4606, 0.1350, 0.1858, -0.0117, 0.0085, 0.0902, 0.3717, 0.0665, 0.3424, 0.1606, 0.0025, -0.0007, 0.0150, -0.0010, 0.0030, 0.0133, -0.0090],
  "de_lowest_kcal_mol": 0.0,
  "total_charge": 1,
  "s_squared": 2.020,
  "orbital_gap_ha": [0.2956, 0.2218],
  "spin_multiplicity": 3,
  "total_energy_ha": -599.05779
}

=====

Entry 6:
{
  "formula": "C50H80F9N7O2P",
  "method": "wB97M-V/def2-TZVPD",
  "symbols": ["C", "C", "C", "N", "C", "C", "C", "C", "C", "C", "H", "H", "H", "H", "H", "H", "H", "H", "H", "H", "H", "H", "H", "H", "H", "H", "H", "H", "H", "H", "C", "C", "C", "C", "N", "C", "C", "C", "C", "C", "C", "C", "H", "H", "H", "H", "H", "H", "H", "H", "H", "H", "H", "H", "H", "H", "H", "H", "H", "H", "H", "H", "H", "H", "H", "H", "P", "F", "F", "F", "F", "F", "F", "N", "C", "C", "C", "C", "H", "H", "H", "H", "H", "N", "C", "C", "C", "C", "H", "H", "H", "H", "H", "N", "C", "C", "C", "C", "H", "H", "H", "H", "H", "N", "C", "C", "C", "C", "H", "H", "H", "H", "H", "N", "C", "C", "C", "C", "H", "H", "H", "H", "H", "C", "C", "C", "C", "C", "C", "H", "H", "H", "H", "H", "H", "C", "C", "O", "C", "O", "C", "F", "F", "F", "H", "H", "H", "H", "H"],
  "xyz": [[-5.8573, 2.7138, -6.1336], [-5.4994, 1.2364, -6.4941], [-5.5201, 0.3828, -5.2482], [-5.6495, -1.1121, -5.4276], [-5.3224, -1.6334, -3.9635], [-5.6566, -3.0918, -3.8433], [-7.0866, -3.4207, -4.2778], [-7.4396, -2.8325, -5.6416], [-7.1211, -1.3164, -5.8405], [-4.6693, -1.7061, -6.4879], [-6.9228, 2.7892, -6.3506], [-5.4304, 3.4362, -6.8294], [-5.6217, 3.0061, -5.1103], [-4.5610, 1.3301, -7.0406], [-6.1982, 0.9493, -7.2799], [-6.3332, 0.6715, -4.5822], [-4.5434, 0.5768, -4.8050], [-5.8998, -1.0751, -3.2266], [-4.2747, -1.3642, -3.8290], [-5.6480, -3.4295, -2.8070], [-4.9740, -3.7875, -4.3313], [-7.7555, -2.9526, -3.5556], [-7.3333, -4.4820, -4.2475], [-8.5150, -2.9696, -5.7547], [-6.9310, -3.3846, -6.4319], [-7.8443, -0.7028, -5.3035], [-7.3304, -1.0636, -6.8799], [-4.6523, -2.7678, -6.2415], [-3.6640, -1.3563, -6.2535], [-4.9577, -1.5206, -7.5226], [8.6643, 3.6903, -7.0786], [8.0667, 4.2838, -5.7565], [7.3626, 3.2466, -4.9274], [8.2183, 1.9871, -4.5499], [7.4979, 1.0534, -3.5071], [8.4037, -0.0829, -3.0871], [7.7085, -1.4418, -3.4205], [6.2350, -1.0471, -3.5990], [6.2372, 0.3626, -4.1767], [6.8387, 1.7572, -2.2240], [7.8311, 2.6659, -1.5087], [7.2028, 3.4302, -0.3402], [9.4031, 2.8984, -6.9552], [9.0663, 4.3573, -7.8412], [7.8566, 3.1688, -7.5922], [7.3876, 5.0708, -6.0847], [8.8631, 4.7129, -5.1485], [6.6018, 2.8495, -5.5994], [6.7380, 3.6791, -4.1459], [9.1269, 2.2288, -3.9984], [8.4126, 1.3821, -5.4355], [8.4638, -0.1413, -2.0003], [9.3745, 0.0897, -3.5517], [7.6925, -2.0542, -2.5189], [8.2199, -1.9886, -4.2127], [5.7129, -1.0389, -2.6422], [5.7581, -1.6777, -4.3493], [5.3033, 0.9214, -4.1157], [6.4241, 0.2985, -5.2486], [6.3449, 1.0499, -1.5576], [6.0310, 2.3690, -2.6259], [8.2573, 3.3115, -2.2766], [8.5997, 2.0529, -1.0381], [7.9634, 3.9643, 0.2294], [6.6620, 2.8021, 0.3677], [6.5046, 4.1380, -0.7871], [0.1546, -0.0482, 1.7233], [-0.0776, -0.2011, 3.3601], [-1.4198, 0.3575, 1.5244], [0.5763, 1.4923, 1.9113], [0.1681, 0.0086, 0.1095], [1.7182, -0.5213, 1.6391], [-0.3873, -1.6005, 1.6645], [7.2158, 2.8316, 9.0095], [7.6216, 1.5246, 8.8952], [6.9235, 0.8391, 7.9399], [6.1202, 1.8208, 7.3260], [6.3545, 3.0397, 7.9900], [7.6688, 3.4588, 9.6587], [8.3951, 1.2228, 9.5858], [7.0321, -0.2288, 7.8209], [5.4451, 1.6840, 6.4941], [5.9802, 4.0261, 7.7589], [1.0097, 4.7070, -3.1396], [0.9765, 4.3937, -4.4720], [1.6874, 5.4125, -5.1000], [2.2078, 6.3298, -4.1620], [1.7420, 5.8625, -2.9083], [0.3553, 4.2618, -2.5122], [0.4315, 3.5434, -4.8546], [1.7795, 5.3803, -6.1755], [2.7777, 7.2245, -4.3646], [1.7097, 6.3816, -1.9618], [-1.9137, -2.5807, 9.4952], [-2.9958, -3.0414, 10.2038], [-3.6122, -1.9680, 10.8098], [-2.9543, -0.8416, 10.3971], [-1.9232, -1.2217, 9.5298], [-1.2198, -3.1094, 8.9862], [-3.0796, -4.1164, 10.2642], [-4.5148, -1.9109, 11.4000], [-3.1356, 0.0949, 10.9036], [-1.1236, -0.6328, 9.1052], [-3.6593, 5.1985, 6.8482], [-5.0189, 5.3307, 6.9154], [-5.3205, 6.2994, 7.8781], [-4.0324, 6.6668, 8.4678], [-3.0940, 5.8892, 7.8562], [-3.1798, 4.6434, 6.1539], [-5.6791, 4.9026, 6.1756], [-6.3211, 6.6061, 8.1449], [-3.9614, 7.3411, 9.3085], [-2.0416, 5.9368, 8.0940], [1.4707, -5.6325, 5.4808], [1.0475, -6.8322, 6.0133], [2.1053, -7.3974, 6.7234], [3.1605, -6.4567, 6.6689], [2.7667, -5.4060, 5.8922], [0.9451, -5.0648, 4.8316], [0.0340, -7.1731, 5.8623], [2.0302, -8.2757, 7.3474], [4.1066, -6.5908, 7.1721], [3.2501, -4.5314, 5.4826], [-0.9264, -8.6281, -4.2993], [-0.6322, -8.1631, -3.0209], [-0.1795, -6.7941, -2.8112], [0.0677, -5.9627, -3.8916], [-0.1398, -6.4925, -5.1692], [-0.7070, -7.7881, -5.3436], [-1.3027, -9.6322, -4.4279], [-0.8089, -8.7361, -2.1227], [0.1198, -6.5220, -1.8098], [0.5176, -4.9834, -3.8207], [0.0343, -5.8691, -6.0338], [-0.8588, -8.2153, -6.3238], [-7.2141, -0.7421, 4.9960], [-7.6191, -0.3621, 3.5442], [-8.7718, 0.4336, 3.6477], [-9.5726, 0.6834, 2.6536], [-9.4183, 0.2708, 1.5047], [-10.8868, 1.4198, 3.0293], [-11.9164, 0.5654, 2.9698], [-10.9089, 1.8703, 4.2639], [-11.0516, 2.4712, 2.2183], [-6.2050, -1.1539, 5.0162], [-7.9045, -1.4679, 5.4259], [-7.1995, 0.1535, 5.6170], [-7.8387, -1.2985, 3.0313], [-6.8011, 0.1416, 3.0293]],
  "mulliken_charge": [-1.3307, -0.3875, -0.8410, 0.1364, -0.4423, -0.7834, -0.6520, -0.6986, -0.5762, -0.9191, 0.3209, 0.3855, 0.3627, 0.3775, 0.3275, 0.4058, 0.4793, 0.3871, 0.4738, 0.3911, 0.3327, 0.2993, 0.3752, 0.4254, 0.3092, 0.4382, 0.3031, 0.4709, 0.3473, 0.2806, -1.1918, -0.6385, -0.4548, -1.1824, 0.4900, -0.4459, -0.7033, -0.5473, -0.8638, -1.2153, 0.0366, -1.4382, 0.2915, 0.3720, 0.3272, 0.3394, 0.3230, 0.4174, 0.4183, 0.5188, 0.5779, 0.2201, 0.4374, 0.3294, 0.3235, 0.3496, 0.3990, 0.3715, 0.5001, 0.5857, 0.4218, 0.1753, 0.3385, 0.3717, 0.3707, 0.3691, 1.1658, -0.3635, -0.3715, -0.3385, -0.3676, -0.3528, -0.3742, -0.0083, -0.2762, -0.4742, -0.3435, -0.6065, 0.2152, 0.3539, 0.3832, 0.3925, 0.3640, -0.0362, -0.4145, -0.3264, -0.4259, -0.6111, 0.2361, 0.3936, 0.3787, 0.4126, 0.3995, 0.0111, -0.4843, -0.3165, -0.3484, -0.5092, 0.2014, 0.3659, 0.3690, 0.3564, 0.3539, -0.0139, -0.4524, -0.3207, -0.3784, -0.5114, 0.2071, 0.3688, 0.3753, 0.3721, 0.3538, -0.0079, -0.4261, -0.4041, -0.3186, -0.5441, 0.2100, 0.3684, 0.3693, 0.3711, 0.3838, -0.3530, -0.3392, -0.4264, -0.3579, -0.3937, -0.3074, 0.3729, 0.3491, 0.3632, 0.4065, 0.3504, 0.3374, -1.1281, -0.2259, -0.1716, 0.3897, -0.5773, 0.8556, -0.2484, -0.2357, -0.2389, 0.3780, 0.3000, 0.3174, 0.2792, 0.3055],
  "total_charge": 1,
  "orbital_gap_ha": 0.2318,
  "total_energy_ha": -3726.88545
}

=====

Entry 7:
{
  "formula": "C4H6OSr",
  "method": "wB97M-V/def2-TZVPD",
  "symbols": ["H", "C", "C", "C", "H", "H", "H", "C", "O", "Sr", "H", "H"],
  "xyz": [[-1.8274, -0.1117, 1.0413], [-1.2482, 1.5344, -0.3526], [-1.0566, 0.5761, 0.5461], [0.0823, -0.3268, 0.6971], [-2.1485, 2.1491, -0.3306], [-0.4232, 1.8734, -0.9829], [0.5438, -0.3698, 1.6875], [0.4835, -1.4769, -0.2789], [1.1731, -0.2458, -0.3827], [3.5583, 0.3846, -0.6588], [1.0845, -2.3058, 0.1021], [-0.2216, -1.6809, -1.0877]],
  "mulliken_spin": [-0.0001, -0.0043, 0.0029, 0.0019, 0.0006, 0.0059, 0.0051, -0.0078, -0.0671, 1.0564, 0.0078, -0.0011],
  "total_charge": 1,
  "s_squared": 0.750,
  "orbital_gap_ha": [0.2262, 0.3543],
  "spin_multiplicity": 2,
  "total_energy_ha": -261.60990
}

=====

Entry 8:
{
  "formula": "C4H10NS",
  "method": "wB97M-V/def2-TZVPD",
  "symbols": ["C", "N", "C", "C", "S", "C", "H", "H", "H", "H", "H", "H", "H", "H", "H", "H"],
  "xyz": [[1.9916, 1.9182, -0.8021], [1.2860, 0.6557, -1.0250], [0.2936, 0.2506, 0.0079], [-0.2564, -1.1217, -0.3440], [-1.3686, -1.8447, 0.9323], [-0.7624, 1.3236, 0.3206], [2.4106, 2.2809, -1.7493], [1.3332, 2.6798, -0.3879], [2.7931, 1.7752, -0.0734], [0.7973, 0.7263, -1.9110], [0.8684, 0.1254, 0.9422], [-0.7948, -1.0261, -1.2946], [0.5333, -1.8453, -0.5872], [-0.7547, 1.6608, 1.3444], [-1.7688, 0.8562, 0.2813], [-0.9053, 2.0739, -0.4634]],
  "mulliken_spin": [3.7559, -0.2389, -0.7093, 0.2566, -0.0270, 0.5354, -1.4289, 0.0211, -0.5022, -0.1932, -0.1290, -0.0061, -0.0115, -0.0123, 0.0940, -0.4047],
  "de_lowest_kcal_mol": 11.1,
  "total_charge": -2,
  "s_squared": 0.751,
  "orbital_gap_ha": [0.0710, 0.2126],
  "spin_multiplicity": 2,
  "total_energy_ha": -611.20549
}